Entry 1:
ORCA calculation (the ωB97M-V functional and the def2-TZVPD basis) on a structure of composition C3H9N4OS.

As for the charge: +1. The value obtained for the energy above the lowest of the compared OMol25 structures with the same formula, charge and spin is 12.8 kcal/mol. The multiplicity is 1. The HOMO energy is -13.270 eV. The value obtained for the LUMO energy is -3.165 eV.

CARTESIAN COORDINATES (ANGSTROEM)
C (0.369, -1.303, -0.161)
C (1.387, 1.214, 0.758)
C (-2.097, 0.877, -0.055)
N (1.332, -1.872, 0.544)
N (1.122, 2.362, 0.212)
N (0.372, -0.014, -0.365)
N (-0.599, -2.121, -0.612)
O (2.162, 0.636, 1.428)
S (-0.794, 0.773, -1.326)
H (-1.466, 0.924, 0.800)
H (-2.834, 0.087, -0.138)
H (-2.733, 1.773, -0.254)
H (1.964, -1.342, 1.029)
H (1.539, -2.873, 0.276)
H (0.727, 2.413, -0.706)
H (1.490, 3.141, 0.711)
H (-0.499, -3.050, -1.049)
H (-1.441, -1.625, -1.094)

=====

Entry 2:
ORCA calculation (the ωB97M-V functional and the def2-TZVPD basis) on a structure of composition C22H32GeN2NiS4Si.

As for the charge: -2. The multiplicity is 1. The HOMO energy (alpha / beta) is 0.754 / 0.755 eV. The value obtained for the LUMO energy (alpha / beta) is 4.311 / 4.311 eV.

CARTESIAN COORDINATES (ANGSTROEM)
Ni (-0.587, -0.920, -0.995)
S (-1.048, -0.027, 5.598)
C (-0.595, -1.077, 4.374)
S (-0.812, -0.625, 2.701)
C (-0.114, -2.171, 2.164)
N (0.257, -2.898, 3.176)
N (-0.010, -2.314, 4.406)
C (0.362, -3.105, 5.508)
C (0.158, -2.748, 6.848)
C (0.557, -3.593, 7.868)
C (1.166, -4.812, 7.604)
C (1.364, -5.172, 6.277)
C (0.972, -4.343, 5.244)
S (0.051, -2.601, 0.536)
H (-0.311, -1.810, 7.083)
H (0.387, -3.294, 8.896)
H (1.476, -5.466, 8.409)
H (1.832, -6.122, 6.046)
H (1.125, -4.629, 4.215)
C (3.751, -0.583, -2.533)
Ge (1.971, 0.081, -3.127)
C (1.190, -1.234, -4.398)
C (2.405, 1.626, -4.341)
C (0.897, 0.393, -1.556)
H (4.430, -0.790, -3.366)
H (3.623, -1.494, -1.947)
H (4.215, 0.168, -1.889)
H (1.677, -1.216, -5.379)
H (0.133, -0.993, -4.530)
H (1.250, -2.244, -3.990)
H (3.135, 1.309, -5.094)
H (2.827, 2.461, -3.778)
H (1.512, 1.979, -4.863)
H (1.584, 0.466, -0.702)
C (-1.353, 1.611, -3.219)
Si (-0.364, 1.755, -1.589)
C (-1.485, 1.434, -0.074)
C (0.065, 3.613, -1.511)
C (-0.040, 4.344, -0.320)
C (0.262, 5.695, -0.256)
C (0.700, 6.372, -1.388)
C (0.826, 5.668, -2.580)
C (0.507, 4.321, -2.636)
H (-2.281, 2.193, -3.226)
H (-1.581, 0.565, -3.410)
H (-0.727, 1.972, -4.045)
H (-2.473, 1.909, -0.125)
H (-0.996, 1.776, 0.844)
H (-1.612, 0.329, 0.052)
H (-0.370, 3.832, 0.577)
H (0.152, 6.229, 0.682)
H (0.940, 7.428, -1.342)
H (1.174, 6.180, -3.472)
H (0.610, 3.793, -3.578)
C (-3.755, -1.076, -2.830)
S (-2.554, -1.976, -1.801)
C (-3.503, -1.876, -0.253)
H (-4.738, -1.547, -2.743)
H (-3.408, -1.142, -3.860)
H (-3.807, -0.029, -2.528)
H (-3.760, -0.837, -0.043)
H (-2.848, -2.256, 0.527)
H (-4.410, -2.486, -0.318)

=====

Entry 3:
ORCA calculation (the ωB97M-V functional and the def2-TZVPD basis) on a cluster of 2 separate species, C3H9NO2 in total.

The value obtained for the energy above the lowest of the compared OMol25 structures with the same formula, charge and spin is 19.7 kcal/mol. The multiplicity is 1. The HOMO energy is -9.618 eV. The SMILES is CC(=O)O.CN. The value obtained for the LUMO energy is 0.887 eV.

CARTESIAN COORDINATES (ANGSTROEM)
C (0.067, -2.505, -0.274)
C (0.331, -1.079, 0.240)
O (1.277, -0.400, -0.038)
O (-0.637, -0.817, 1.127)
H (-0.957, -2.563, -0.656)
H (0.391, -3.161, 0.536)
H (0.698, -2.650, -1.156)
C (-0.557, 2.075, -1.174)
N (-0.349, 2.326, 0.285)
H (-0.583, 0.092, 1.451)
H (0.511, 1.941, 0.668)
H (-0.169, 3.318, 0.394)
H (-1.013, 3.007, -1.521)
H (-1.211, 1.221, -1.296)
H (0.397, 1.985, -1.720)

=====

Entry 4:
ORCA calculation (the ωB97M-V functional and the def2-TZVPD basis) on a structure of composition C3H4INS.

The value obtained for the energy above the lowest of the compared OMol25 structures with the same formula, charge and spin is 56.7 kcal/mol. The multiplicity is 1. The HOMO energy (alpha / beta) is -7.796 / -7.797 eV. The value obtained for the LUMO energy (alpha / beta) is -0.807 / -0.806 eV.

CARTESIAN COORDINATES (ANGSTROEM)
C (0.406, -1.003, 0.428)
C (-0.675, -0.491, 1.056)
C (0.136, 1.218, -0.646)
N (1.136, -0.334, -0.491)
S (-1.116, 1.120, 0.633)
I (3.191, 0.166, -0.018)
H (0.948, -1.987, 0.623)
H (-1.129, -1.107, 1.728)
H (0.869, 2.068, -0.431)
H (-0.378, 0.890, -1.633)

=====

Entry 5:
ORCA calculation (the ωB97M-V functional and the def2-TZVPD basis) on a structure of composition C39H65BBrF6N8O2P2S5Ti.

The multiplicity is 4. The HOMO energy (alpha / beta) is -5.648 / -7.388 eV. The expectation value of S² is 3.762. The value obtained for the LUMO energy (alpha / beta) is -0.544 / -1.469 eV.

CARTESIAN COORDINATES (ANGSTROEM)
Ti (-0.372, -0.938, -1.686)
C (2.129, 0.973, -6.813)
C (2.079, 0.457, -5.380)
C (0.915, -0.530, -5.262)
C (3.425, -0.193, -5.057)
N (1.835, 1.620, -4.466)
C (1.632, 2.914, -4.919)
C (1.350, 3.675, -3.848)
N (1.368, 2.865, -2.731)
B (0.828, 3.445, -1.414)
N (-0.709, 3.500, -1.331)
C (-1.280, 4.540, -0.630)
C (-2.603, 4.340, -0.600)
N (-2.868, 3.161, -1.277)
C (-1.685, 2.651, -1.747)
S (-1.436, 1.289, -2.756)
C (-4.302, 2.734, -1.407)
C (-4.967, 2.975, -0.047)
C (-4.491, 1.268, -1.751)
C (-4.937, 3.607, -2.487)
N (1.422, 2.833, -0.082)
C (2.676, 3.224, 0.324)
C (2.792, 2.981, 1.643)
N (1.587, 2.446, 2.083)
C (0.763, 2.346, 0.989)
S (-0.789, 1.612, 0.895)
C (1.252, 2.563, 3.548)
C (1.328, 4.051, 3.906)
C (2.286, 1.764, 4.339)
C (-0.130, 2.043, 3.928)
C (1.678, 1.613, -3.114)
S (1.897, 0.317, -2.017)
H (2.317, 0.118, -7.462)
H (2.936, 1.692, -6.966)
H (1.182, 1.419, -7.119)
H (1.100, -1.393, -5.903)
H (-0.020, -0.059, -5.568)
H (0.799, -0.888, -4.244)
H (3.583, -1.037, -5.730)
H (3.452, -0.552, -4.033)
H (4.237, 0.523, -5.203)
H (1.689, 3.184, -5.956)
H (1.116, 4.721, -3.782)
H (1.198, 4.597, -1.418)
H (-0.685, 5.337, -0.221)
H (-3.378, 4.938, -0.161)
H (-4.383, 2.511, 0.748)
H (-5.955, 2.517, -0.057)
H (-5.100, 4.033, 0.184)
H (-3.983, 0.618, -1.041)
H (-4.140, 1.023, -2.742)
H (-5.563, 1.062, -1.700)
H (-4.856, 4.668, -2.244)
H (-5.994, 3.356, -2.586)
H (-4.450, 3.429, -3.446)
H (3.381, 3.646, -0.371)
H (3.616, 3.166, 2.306)
H (2.339, 4.450, 3.808)
H (1.006, 4.190, 4.937)
H (0.666, 4.628, 3.258)
H (3.312, 2.012, 4.060)
H (2.119, 0.697, 4.194)
H (2.169, 1.981, 5.400)
H (-0.926, 2.616, 3.459)
H (-0.219, 2.147, 5.012)
H (-0.267, 0.994, 3.675)
F (-2.395, -1.422, -1.427)
P (-2.885, -2.437, -2.724)
F (-2.240, -3.647, -1.907)
F (-1.372, -2.085, -3.345)
F (-3.440, -1.154, -3.482)
F (-4.288, -2.648, -1.998)
F (-3.220, -3.375, -3.953)
C (5.106, -0.708, 1.563)
C (4.100, -0.439, 0.412)
N (3.008, -1.387, 0.494)
C (2.389, -1.352, 1.804)
C (3.371, -1.912, 2.857)
N (4.721, -2.019, 2.188)
C (4.680, -3.080, 1.127)
C (3.493, -2.727, 0.205)
H (5.061, 0.045, 2.350)
H (6.135, -0.804, 1.219)
H (4.576, -0.524, -0.564)
H (3.702, 0.574, 0.492)
H (1.488, -1.961, 1.798)
H (2.090, -0.329, 2.034)
H (3.088, -2.911, 3.188)
H (3.498, -1.277, 3.732)
H (5.414, -2.273, 2.886)
H (4.555, -4.039, 1.628)
H (5.646, -3.065, 0.621)
H (2.680, -3.428, 0.355)
H (3.784, -2.790, -0.841)
C (-3.639, -3.454, 1.489)
C (-2.945, -3.773, 2.797)
C (-1.737, -4.668, 2.625)
O (-2.631, -2.546, 3.518)
P (-1.381, -1.567, 3.424)
S (0.247, -2.245, 4.257)
S (-1.214, -0.969, 1.467)
O (-1.888, -0.332, 4.293)
C (-3.202, 0.282, 4.380)
C (-4.043, -0.462, 5.402)
C (-3.904, 0.448, 3.048)
H (-3.982, -4.380, 1.024)
H (-2.963, -2.966, 0.786)
H (-4.503, -2.810, 1.652)
H (-3.653, -4.256, 3.473)
H (-1.045, -4.255, 1.892)
H (-2.074, -5.638, 2.256)
H (-1.209, -4.806, 3.568)
H (-2.965, 1.273, 4.777)
H (-4.349, -1.432, 5.017)
H (-4.935, 0.124, 5.632)
H (-3.478, -0.615, 6.321)
H (-4.174, -0.516, 2.619)
H (-3.280, 0.979, 2.329)
H (-4.820, 1.020, 3.214)
Br (2.612, -7.099, -1.350)
C (1.869, -5.343, -1.414)
C (0.953, -4.950, -0.454)
C (0.453, -3.653, -0.504)
C (0.801, -2.708, -1.487)
C (1.710, -3.191, -2.445)
C (2.252, -4.473, -2.421)
H (0.643, -5.638, 0.324)
H (-0.241, -3.366, 0.282)
H (2.041, -2.533, -3.245)
H (2.955, -4.796, -3.179)

=====

For reference, largest force on an atom by record: 0.08151, 0.03912, 0.03799, 0.09426, 0.02679 Eh/bohr.